Run 1
The following is a DFT calculation (ωB97M-V/def2-TZVPD) of 14 unconnected molecules or ions with the total composition C56H154N14O14.

Each line ends with the Löwdin charge.
CARTESIAN COORDINATES (ANGSTROEM)
C1 10.97291 -12.41395 0.09737  -0.071
C2 12.13191 -11.80289 0.83928  -0.434
C3 13.43192 -11.79704 0.04470  -0.188
O1 13.25115 -11.14024 -1.22552  -0.168
C4 14.51043 -11.07179 -1.86729  -0.104
N1 11.81352 -10.39336 1.20640  0.026
H1 10.65197 -11.89893 -0.80636  0.083
H2 10.15740 -12.47182 0.81983  0.077
H3 11.26050 -13.42717 -0.20191  0.080
H4 12.30448 -12.25892 1.81822  0.136
H5 13.67385 -12.86324 -0.02658  0.115
H6 14.25467 -11.23754 0.49305  0.109
H7 15.07966 -12.00954 -1.91613  0.033
H8 15.15467 -10.30985 -1.42803  0.075
H9 14.35552 -10.96679 -2.94397  0.096
H10 10.83180 -10.33286 1.46546  0.060
H11 11.78584 -10.00188 0.26151  0.062
C5 21.46970 -11.92760 -7.90293  -0.056
C6 20.16637 -11.23086 -7.48639  -0.393
C7 19.14034 -12.24840 -7.01063  -0.201
O2 18.77786 -13.04562 -8.11513  -0.157
C8 17.60115 -13.76658 -7.88693  -0.117
N2 20.48480 -10.24915 -6.46512  0.054
H12 22.36340 -11.31992 -8.03239  0.076
H13 21.30046 -12.58048 -8.76007  0.092
H14 21.69483 -12.63441 -7.09501  0.034
H15 19.79255 -10.80414 -8.42728  0.132
H16 18.27735 -11.74000 -6.56766  0.115
H17 19.63625 -12.86451 -6.25015  0.070
H18 16.76190 -13.08572 -7.69172  0.065
H19 17.64382 -14.47906 -7.05707  0.084
H20 17.30446 -14.29153 -8.79622  0.095
H21 19.89364 -9.42384 -6.62077  0.034
H22 21.43602 -9.90422 -6.48658  0.072
C9 19.80511 -2.76616 0.42476  -0.069
C10 20.91897 -2.43343 1.42508  -0.425
C11 22.26609 -3.01835 0.99592  -0.204
O3 22.40157 -4.39903 1.29245  -0.202
C12 23.44309 -5.05603 0.63870  -0.121
N3 21.09020 -0.98082 1.37915  0.032
H23 19.95171 -2.35043 -0.56898  0.078
H24 18.87997 -2.42119 0.88835  0.079
H25 19.77318 -3.85568 0.33510  0.050
H26 20.69421 -2.91460 2.38274  0.134
H27 23.08115 -2.48781 1.50632  0.121
H28 22.48780 -2.92716 -0.07471  0.128
H29 23.40389 -6.09962 0.94926  0.078
H30 24.43660 -4.65380 0.86423  0.091
H31 23.29482 -5.01048 -0.44755  0.088
H32 22.01242 -0.75213 1.74831  0.064
H33 20.52777 -0.54086 2.10480  0.077
C13 17.15911 -9.01372 -5.79867  -0.027
C14 17.47524 -8.51338 -7.19343  -0.427
C15 16.39755 -7.55118 -7.71888  -0.183
O4 15.07262 -8.06364 -7.56885  -0.184
C16 14.81369 -9.24564 -8.28548  -0.125
N4 18.81523 -7.92275 -7.24503  0.053
H34 16.16912 -9.46583 -5.79751  0.084
H35 17.28039 -8.15992 -5.12636  0.080
H36 17.88698 -9.75848 -5.47511  0.043
H37 17.50030 -9.32559 -7.92733  0.126
H38 16.58606 -7.42420 -8.79324  0.122
H39 16.38034 -6.54539 -7.29798  0.122
H40 13.76313 -9.47170 -8.08850  0.090
H41 15.45679 -10.08596 -8.02035  0.074
H42 14.75667 -9.11463 -9.37296  0.095
H43 19.10509 -7.81974 -8.20803  0.093
H44 18.76523 -7.05104 -6.71571  0.044
C17 18.85563 -5.93962 7.00547  -0.066
C18 18.52775 -6.70281 5.74294  -0.456
C19 19.38632 -6.23432 4.54865  -0.171
O5 18.79417 -6.79280 3.36959  -0.226
C20 19.38877 -6.20374 2.21149  -0.098
N5 18.67451 -8.12337 5.91669  0.057
H45 18.24936 -6.25354 7.85424  0.077
H46 18.64122 -4.88063 6.84039  0.076
H47 19.91975 -5.98933 7.24113  0.081
H48 17.51902 -6.45396 5.38671  0.139
H49 20.40401 -6.61682 4.64231  0.131
H50 19.25210 -5.15581 4.43586  0.126
H51 18.88227 -6.56703 1.31920  0.068
H52 20.46616 -6.34054 2.08823  0.081
H53 19.30079 -5.11373 2.16284  0.070
H54 18.02337 -8.52747 6.57485  0.081
H55 18.61484 -8.64722 5.05802  0.035
C21 17.10174 -17.24086 -4.63646  -0.028
C22 17.90777 -16.78148 -3.36788  -0.414
C23 17.01253 -16.12912 -2.33430  -0.194
O6 16.60678 -14.82440 -2.72132  -0.249
C24 16.19176 -14.05067 -1.59992  -0.100
N6 18.59727 -17.90231 -2.75840  0.022
H56 16.35687 -17.95990 -4.29637  0.076
H57 17.73439 -17.76157 -5.35457  0.070
H58 16.70106 -16.31720 -5.05546  0.053
H59 18.76616 -16.13938 -3.56481  0.100
H60 17.53530 -16.06037 -1.37457  0.119
H61 16.10488 -16.71752 -2.14212  0.133
H62 15.24170 -14.36712 -1.16288  0.095
H63 16.20731 -13.01171 -1.92315  0.036
H64 16.91845 -14.14279 -0.78554  0.094
H65 18.09802 -18.68274 -2.35410  0.073
H66 19.23550 -18.28386 -3.44463  0.068
C25 21.88352 -9.28257 2.79888  -0.078
C26 21.56142 -10.74429 2.99815  -0.379
C27 22.77431 -11.51032 3.58252  -0.186
O7 22.64197 -12.92723 3.59973  -0.189
C28 21.81426 -13.49712 4.59861  -0.105
N7 20.44034 -10.74508 3.97440  0.043
H67 20.98835 -8.73610 2.49758  0.061
H68 22.69977 -9.08999 2.10279  0.082
H69 22.12738 -8.81179 3.75553  0.087
H70 21.22822 -11.15833 2.04453  0.122
H71 23.06410 -11.10056 4.55511  0.128
H72 23.64589 -11.37744 2.93755  0.125
H73 21.91221 -12.88238 5.49809  0.089
H74 22.01785 -14.54884 4.78346  0.089
H75 20.78445 -13.43637 4.22873  0.078
H76 20.50964 -9.91039 4.53268  0.059
H77 20.34752 -11.57064 4.54225  0.052
C29 20.39076 -14.14255 -4.68329  -0.067
C30 21.46289 -14.43279 -3.58600  -0.370
C31 20.94701 -13.83141 -2.27136  -0.207
O8 21.97285 -13.92104 -1.29189  -0.165
C32 21.84919 -12.92454 -0.29247  -0.115
N8 21.76055 -15.86268 -3.37503  0.054
H78 19.38803 -14.31744 -4.28673  0.065
H79 20.61273 -14.56616 -5.66006  0.075
H80 20.33884 -13.05466 -4.81562  0.030
H81 22.39202 -13.95600 -3.89545  0.114
H82 20.08305 -14.44571 -1.99277  0.124
H83 20.66478 -12.78421 -2.41224  0.072
H84 22.01852 -11.95461 -0.77637  0.079
H85 22.62447 -13.05198 0.46170  0.082
H86 20.88692 -12.89622 0.22788  0.078
H87 22.31166 -16.12190 -4.19373  0.026
H88 21.00011 -16.53413 -3.40889  0.042
C33 19.49600 -5.11298 -2.40456  -0.050
C34 19.30214 -5.58500 -3.83461  -0.416
C35 19.32823 -4.53169 -4.96250  -0.168
O9 19.06060 -5.25775 -6.15942  -0.254
C36 18.95370 -4.46432 -7.34597  -0.078
N9 20.31809 -6.62649 -4.10585  0.060
H89 20.37431 -4.49273 -2.24391  0.078
H90 19.53035 -6.02156 -1.79979  0.065
H91 18.55956 -4.63258 -2.11011  0.082
H92 18.42094 -6.22814 -3.95482  0.123
H93 20.31332 -4.05891 -4.96531  0.131
H94 18.54222 -3.79674 -4.77433  0.129
H95 19.20474 -3.41385 -7.21533  0.089
H96 18.00487 -4.60281 -7.86590  0.079
H97 19.68999 -4.93778 -8.00173  0.087
H98 20.11975 -7.11895 -4.97054  0.050
H99 20.24296 -7.32715 -3.37438  0.046
C37 23.52144 -16.02516 -7.67588  -0.056
C38 24.21306 -15.16459 -6.62452  -0.432
C39 23.53959 -13.78546 -6.58628  -0.226
O10 24.18241 -13.01515 -5.60956  -0.183
C40 23.69327 -11.70468 -5.38631  -0.088
N10 24.12020 -15.72595 -5.30247  0.041
H100 23.83911 -17.06740 -7.66449  0.075
H101 23.74718 -15.61058 -8.65771  0.080
H102 22.46017 -15.95533 -7.42395  0.077
H103 25.25973 -15.14874 -6.95780  0.135
H104 22.49959 -13.89967 -6.26430  0.086
H105 23.61327 -13.27815 -7.55519  0.125
H106 23.64704 -11.04960 -6.26171  0.077
H107 24.40800 -11.15202 -4.77392  0.082
H108 22.78544 -11.86686 -4.80228  0.075
H109 24.53186 -16.64942 -5.22240  0.088
H110 24.60166 -15.21003 -4.57519  0.091
C41 12.78560 -14.98205 -8.23051  -0.056
C42 13.28953 -13.75375 -7.40373  -0.391
C43 14.42169 -14.20587 -6.47237  -0.211
O11 15.02043 -13.09132 -5.81671  -0.201
C44 15.69555 -13.39191 -4.63405  -0.121
N11 13.77963 -12.71395 -8.36515  0.053
H111 12.23459 -14.66270 -9.11014  0.070
H112 12.15061 -15.63008 -7.62547  0.070
H113 13.68204 -15.54908 -8.48562  0.070
H114 12.52696 -13.33712 -6.74580  0.136
H115 15.26182 -14.61568 -7.04409  0.105
H116 13.96193 -14.90279 -5.76542  0.132
H117 15.07879 -14.01332 -3.97635  0.096
H118 15.95528 -12.43321 -4.18257  0.072
H119 16.65277 -13.90796 -4.79040  0.079
H120 14.70057 -13.06222 -8.60649  0.053
H121 13.84049 -11.84921 -7.84365  0.038
C45 17.50888 -11.17759 1.02853  -0.053
C46 17.87040 -9.74849 1.33774  -0.426
C47 16.81393 -8.75276 0.81497  -0.163
O12 16.75539 -8.85079 -0.60239  -0.247
C48 16.17126 -7.74651 -1.23702  -0.107
N12 17.98063 -9.58196 2.80204  0.049
H122 16.50035 -11.42875 1.36373  0.076
H123 18.11403 -11.94272 1.52784  0.075
H124 17.66726 -11.46437 -0.01487  0.061
H125 18.78346 -9.45358 0.81044  0.101
H126 17.21810 -7.76787 1.06616  0.101
H127 15.80702 -8.99423 1.16545  0.137
H128 16.31663 -7.89729 -2.30893  0.084
H129 16.62342 -6.81989 -0.87072  0.084
H130 15.07997 -7.67440 -1.15191  0.091
H131 18.20536 -8.59016 2.97956  0.033
H132 18.83888 -10.11925 3.06052  0.030
C49 28.05293 -7.29235 -5.27725  -0.066
C50 26.83439 -8.22749 -5.28352  -0.423
C51 25.46142 -7.53340 -5.01729  -0.174
O13 24.49704 -8.55742 -4.69763  -0.215
C52 23.22119 -8.01682 -4.48925  -0.138
N13 26.74221 -9.00172 -6.52027  0.040
H133 28.11318 -6.55142 -6.07197  0.074
H134 28.92253 -7.93978 -5.39814  0.073
H135 28.08725 -6.91399 -4.25469  0.073
H136 26.99911 -8.90807 -4.44726  0.136
H137 25.07192 -7.03124 -5.90544  0.121
H138 25.53319 -6.86423 -4.15487  0.118
H139 22.46385 -8.77809 -4.29983  0.058
H140 22.78725 -7.50150 -5.35397  0.082
H141 23.23351 -7.37559 -3.60326  0.084
H142 26.44405 -8.42322 -7.29281  0.070
H143 26.11932 -9.78529 -6.38252  0.056
C53 18.36265 -11.47741 -3.11357  -0.038
C54 19.51192 -10.49222 -3.06586  -0.402
C55 19.73648 -9.93791 -1.65554  -0.189
O14 20.80008 -9.00798 -1.73587  -0.207
C56 21.16477 -8.41170 -0.51514  -0.086
N14 20.73487 -11.01945 -3.67309  0.046
H144 18.57346 -12.34493 -2.48491  0.074
H145 18.26019 -11.76945 -4.15877  0.064
H146 17.46442 -10.99291 -2.72288  0.079
H147 19.27554 -9.57302 -3.62330  0.117
H148 19.99485 -10.71963 -0.92661  0.114
H149 18.82105 -9.48907 -1.26331  0.100
H150 22.00746 -7.72668 -0.58754  0.086
H151 21.47975 -9.18501 0.19389  0.067
H152 20.27413 -7.89210 -0.14786  0.073
H153 20.66764 -10.77215 -4.67079  0.025
H154 21.50673 -10.44618 -3.34536  0.061

Frontier orbital gap, eV: 8.52

---

Run 2
The following is a DFT calculation (ωB97M-V/def2-TZVPD) of 14 unconnected molecules or ions with the total composition C56H154N14O14.

Each line ends with the Löwdin charge.
CARTESIAN COORDINATES (ANGSTROEM)
C1 -4.34697 -14.14725 13.65232  -0.091
C2 -5.39744 -15.17742 13.98877  -0.434
C3 -4.73036 -16.42732 14.51392  -0.168
O1 -5.61439 -17.41384 15.14572  -0.178
C4 -4.93899 -18.45173 15.75059  -0.148
N1 -6.22685 -14.45519 14.97999  0.026
H1 -3.63680 -13.80470 14.40492  0.087
H2 -4.75175 -13.32094 13.06797  0.076
H3 -3.70150 -14.54902 12.87126  0.075
H4 -6.10546 -15.26446 13.16462  0.136
H5 -3.89897 -16.12337 15.14993  0.120
H6 -4.12275 -16.87316 13.72644  0.121
H7 -5.61337 -19.29230 15.58706  0.083
H8 -4.97281 -18.28164 16.82671  0.089
H9 -4.00141 -18.79566 15.31383  0.088
H10 -6.52262 -13.60705 14.51815  0.061
H11 -6.98534 -15.09882 15.15467  0.063
C5 4.20402 -7.14359 16.09221  -0.060
C6 3.11206 -7.15913 14.93113  -0.403
C7 2.48087 -8.56190 14.72356  -0.233
O2 1.83052 -8.56815 13.47528  -0.186
C8 0.84123 -9.63880 13.34708  -0.082
N2 2.16890 -6.10883 15.25645  0.020
H12 3.84607 -7.69218 16.96343  0.066
H13 4.43377 -6.10658 16.33700  0.070
H14 5.08551 -7.66883 15.72451  0.066
H15 3.71600 -6.86530 14.07263  0.129
H16 1.81271 -8.80381 15.55008  0.118
H17 3.23897 -9.34090 14.80441  0.117
H18 -0.04403 -9.31971 13.89717  0.075
H19 0.99719 -10.60071 13.83546  0.082
H20 0.54992 -9.66270 12.29700  0.085
H21 1.35452 -6.07429 14.66004  0.066
H22 1.81769 -6.05941 16.20213  0.069
C9 0.87527 -15.57688 17.09187  -0.064
C10 0.22218 -16.83250 17.69653  -0.428
C11 1.38745 -17.78976 18.13161  -0.185
O3 2.08175 -18.17346 16.95781  -0.211
C12 3.17964 -19.03668 17.01207  -0.107
N3 -0.73762 -16.46943 18.70159  0.025
H23 0.15606 -14.80622 16.81450  0.071
H24 1.42225 -15.82050 16.18107  0.068
H25 1.64027 -15.14999 17.74044  0.079
H26 -0.39206 -17.26854 16.90870  0.126
H27 1.04437 -18.61612 18.75413  0.114
H28 2.06340 -17.31594 18.84343  0.119
H29 3.50102 -19.47999 16.06958  0.082
H30 2.94450 -19.84526 17.70417  0.089
H31 4.02738 -18.39485 17.25185  0.087
H32 -1.45863 -17.16472 18.83128  0.069
H33 -1.28088 -15.69963 18.33777  0.064
C13 -10.22947 -13.45795 7.77126  -0.073
C14 -10.19663 -12.81182 9.15381  -0.397
C15 -11.56911 -12.45058 9.85663  -0.186
O4 -12.12459 -11.43112 9.10749  -0.199
C16 -11.55605 -10.15422 9.20602  -0.109
N4 -9.46000 -13.76533 10.07260  0.021
H34 -9.19985 -13.71219 7.51958  0.076
H35 -10.59787 -12.73553 7.04292  0.075
H36 -10.91168 -14.30469 7.69561  0.081
H37 -9.51004 -11.98632 8.96606  0.113
H38 -11.37933 -12.11263 10.87539  0.116
H39 -12.31604 -13.24309 9.81070  0.131
H40 -10.47022 -10.15295 9.11071  0.073
H41 -11.85866 -9.63378 10.11468  0.088
H42 -11.84668 -9.58275 8.32452  0.091
H43 -10.08876 -14.55021 10.16609  0.055
H44 -8.76688 -14.13417 9.43727  0.042
C17 -6.09171 -30.02253 19.69764  -0.076
C18 -6.09833 -28.63751 20.42047  -0.416
C19 -7.12764 -27.59112 19.80535  -0.115
O5 -6.68332 -27.01212 18.50636  -0.186
C20 -5.67620 -26.05281 18.65193  -0.156
N5 -6.45397 -28.97766 21.75038  0.002
H45 -5.58020 -30.82936 20.22249  0.064
H46 -5.48446 -30.02547 18.79247  0.063
H47 -7.05343 -30.46718 19.44173  0.074
H48 -5.08464 -28.23770 20.44667  0.129
H49 -7.34167 -26.82958 20.55524  0.114
H50 -8.04469 -28.13241 19.57269  0.116
H51 -5.50022 -25.46402 17.75167  0.077
H52 -4.68103 -26.37536 18.95803  0.077
H53 -5.92061 -25.24715 19.34422  0.083
H54 -5.74777 -29.61418 22.09129  0.073
H55 -7.34564 -29.44778 21.81386  0.077
C21 -6.12716 -27.54287 11.91610  -0.090
C22 -6.05210 -26.74309 13.11032  -0.480
C23 -5.73398 -25.24711 12.88119  -0.183
O6 -4.34121 -25.21090 12.59095  -0.177
C24 -3.84143 -23.90212 12.56472  -0.124
N6 -7.22569 -26.87136 13.98541  0.043
H56 -5.95890 -28.60909 12.06765  0.086
H57 -5.45125 -27.19720 11.13395  0.086
H58 -7.09681 -27.32835 11.46683  0.087
H59 -5.20058 -27.20171 13.61299  0.130
H60 -6.02577 -24.77582 13.81973  0.111
H61 -6.35864 -24.75630 12.13486  0.131
H62 -2.75382 -23.97300 12.57806  0.083
H63 -4.16041 -23.32074 13.42979  0.086
H64 -4.00712 -23.38168 11.62143  0.085
H65 -7.37870 -27.82179 14.29099  0.070
H66 -7.04459 -26.38630 14.85260  0.057
C25 -0.82664 -23.33000 17.00136  -0.062
C26 -0.42550 -24.74290 17.43509  -0.456
C27 -1.05783 -25.80844 16.53859  -0.219
O7 -1.10040 -27.10044 17.16577  -0.182
C28 -1.71704 -28.04947 16.32010  -0.112
N7 1.01588 -24.81264 17.38994  0.041
H67 -0.61163 -22.66878 17.84080  0.075
H68 -1.89029 -23.17070 16.82426  0.072
H69 -0.20646 -23.01950 16.16049  0.075
H70 -0.85780 -24.97209 18.40910  0.141
H71 -0.59961 -25.75670 15.55094  0.125
H72 -2.08259 -25.48238 16.36068  0.112
H73 -1.41132 -27.94234 15.27935  0.088
H74 -2.79142 -27.88423 16.40069  0.077
H75 -1.62964 -29.05173 16.73955  0.087
H76 1.19860 -25.78003 17.61549  0.072
H77 1.23704 -24.58760 16.43050  0.067
C29 -6.26561 -14.81167 20.70325  -0.053
C30 -6.43215 -13.40382 20.13498  -0.479
C31 -6.44126 -12.43812 21.21391  -0.233
O8 -7.38917 -12.72815 22.24564  -0.185
C32 -8.75323 -12.71002 21.86862  -0.109
N8 -5.35316 -13.25437 19.10574  0.055
H78 -7.13567 -15.11340 21.28639  0.070
H79 -5.33320 -14.80791 21.26779  0.086
H80 -6.15879 -15.50526 19.86920  0.073
H81 -7.39400 -13.35155 19.62487  0.128
H82 -6.64607 -11.45447 20.79132  0.125
H83 -5.43977 -12.43380 21.64413  0.137
H84 -9.24976 -12.54590 22.82498  0.088
H85 -9.02937 -13.71681 21.55521  0.080
H86 -9.04247 -11.92337 21.17176  0.090
H87 -5.13068 -12.27364 19.01211  0.058
H88 -5.92651 -13.37826 18.28353  0.059
C33 -8.00558 -18.92693 10.26488  -0.058
C34 -7.01502 -18.94917 9.02472  -0.412
C35 -7.74045 -19.61296 7.86915  -0.231
O9 -6.90127 -20.08908 6.80961  -0.195
C36 -7.66779 -20.62864 5.65582  -0.072
N9 -6.56714 -17.54112 8.87573  0.039
H89 -8.22832 -19.85621 10.78923  0.073
H90 -8.90109 -18.50834 9.80560  0.071
H91 -7.65919 -18.24756 11.04370  0.062
H92 -6.22058 -19.64789 9.28697  0.126
H93 -8.27839 -18.77432 7.42710  0.120
H94 -8.44045 -20.36574 8.23168  0.124
H95 -7.07846 -20.73688 4.74528  0.080
H96 -8.38620 -19.88305 5.31512  0.072
H97 -8.24697 -21.51108 5.92777  0.081
H98 -5.83331 -17.40103 8.19605  0.066
H99 -6.15136 -17.30419 9.76517  0.058
C37 -11.08644 -21.68845 20.69240  -0.070
C38 -12.36029 -21.64922 19.79596  -0.416
C39 -12.05193 -22.59094 18.54432  -0.213
O10 -11.00055 -22.12517 17.75166  -0.193
C40 -10.73841 -22.80413 16.56251  -0.110
N10 -13.48059 -22.11231 20.58832  0.028
H100 -10.28514 -21.23519 20.10882  0.072
H101 -10.86540 -22.72500 20.94701  0.076
H102 -11.18632 -21.19950 21.66145  0.067
H103 -12.43672 -20.61408 19.46320  0.130
H104 -12.97828 -22.62257 17.97075  0.109
H105 -12.02829 -23.65133 18.79556  0.122
H106 -11.54875 -22.54138 15.88250  0.086
H107 -10.65945 -23.88616 16.66779  0.090
H108 -9.82437 -22.36861 16.15884  0.090
H109 -13.59151 -21.40141 21.29713  0.067
H110 -14.29316 -21.73970 20.11821  0.066
C41 -0.14736 -19.07672 12.26883  -0.079
C42 1.16657 -18.65168 11.73167  -0.485
C43 1.47677 -19.31830 10.38423  -0.213
O11 2.76765 -19.09115 9.85026  -0.173
C44 2.84238 -19.77848 8.60241  -0.112
N11 1.06947 -17.24771 11.61539  0.036
H111 -0.12562 -20.15131 12.45016  0.076
H112 -1.02888 -18.94855 11.64065  0.086
H113 -0.29770 -18.55824 13.21575  0.078
H114 1.96356 -18.89076 12.43578  0.140
H115 0.72434 -19.05992 9.63912  0.127
H116 1.39826 -20.38068 10.61510  0.120
H117 2.68189 -20.84775 8.74025  0.087
H118 3.83040 -19.50399 8.23283  0.088
H119 2.16760 -19.43787 7.81707  0.082
H120 1.05897 -16.87903 12.55564  0.075
H121 1.81983 -16.81088 11.09942  0.080
C45 -12.07694 -14.65182 15.59219  -0.074
C46 -13.21547 -13.67580 16.00985  -0.385
C47 -12.57693 -12.29434 16.25217  -0.226
O12 -13.53043 -11.49697 16.89200  -0.187
C48 -13.39962 -11.48211 18.26726  -0.125
N12 -14.19286 -13.72738 14.87809  0.039
H122 -11.71517 -14.64153 14.56403  0.071
H123 -12.34846 -15.69740 15.73758  0.071
H124 -11.25794 -14.38423 16.25983  0.064
H125 -13.61456 -14.05093 16.95225  0.131
H126 -12.28684 -11.83777 15.30586  0.122
H127 -11.59371 -12.19241 16.71150  0.117
H128 -13.71490 -12.47547 18.58653  0.083
H129 -14.14894 -10.80615 18.67921  0.092
H130 -12.41282 -11.23718 18.66009  0.089
H131 -14.89137 -13.05687 15.16550  0.057
H132 -13.85887 -13.19374 14.08830  0.061
C49 -0.87663 -13.56443 8.42671  -0.055
C50 -1.47825 -14.82751 7.66941  -0.384
C51 -0.65195 -15.25961 6.49878  -0.218
O13 0.54026 -15.96804 6.87092  -0.202
C52 1.76773 -15.43928 6.35919  -0.095
N13 -1.62560 -15.91193 8.72111  0.038
H133 0.09821 -13.85711 8.81676  0.063
H134 -1.40633 -13.13011 9.27459  0.067
H135 -0.59591 -12.80279 7.69925  0.063
H136 -2.48739 -14.56639 7.35074  0.126
H137 -0.46199 -14.48711 5.75361  0.124
H138 -1.28456 -16.00564 6.01781  0.117
H139 2.66778 -15.88682 6.78074  0.082
H140 1.75523 -14.35326 6.45143  0.085
H141 1.87657 -15.75854 5.32271  0.080
H142 -1.88191 -16.75100 8.22077  0.053
H143 -0.72884 -16.15383 9.11787  0.045
C53 -8.76731 -7.72187 13.44721  -0.040
C54 -7.80421 -8.74300 12.72051  -0.444
C55 -6.31159 -8.29263 12.94465  -0.204
O14 -5.77696 -7.09447 12.38385  -0.170
C56 -5.96098 -7.10817 10.98899  -0.122
N14 -7.95425 -10.09155 13.06733  0.034
H144 -8.38941 -7.30244 14.37961  0.070
H145 -9.71750 -8.14700 13.77048  0.061
H146 -8.99447 -6.84974 12.83411  0.071
H147 -8.08057 -8.60506 11.67519  0.108
H148 -5.74694 -9.18789 12.68427  0.104
H149 -6.06695 -8.29259 14.00684  0.122
H150 -6.98623 -7.09187 10.61926  0.081
H151 -5.47941 -8.01958 10.63472  0.086
H152 -5.30427 -6.30396 10.65722  0.093
H153 -7.72183 -10.77051 12.35663  0.081
H154 -8.88619 -10.28683 13.40416  0.069

Frontier orbital gap, eV: 8.98

---

Relative energy of each structure, in eV: run 1 0.000; run 2 5.812.